1.
Formula: C53H59BaClF3NO6S3Si4Te
Source: the OMol25 dataset
Level of theory: ωB97M-V/def2-TZVPD

The geometry in XYZ format:
```
132
Properties=species:S:1:pos:R:3:mulliken_charge:R:1
H 2.3781 -7.0529 -3.6149 0.360
H -2.3360 8.2433 1.9130 0.375
F -3.0900 1.1689 0.8236 -0.327
H 1.5978 -6.6141 5.2328 0.379
H -1.1702 -2.1242 -4.0343 0.429
F -2.3361 2.6290 -0.6156 -0.203
C 2.9705 -2.4097 -2.2083 0.847
S 2.2569 -3.0613 -0.7314 0.065
H -2.9194 4.7399 4.4693 0.241
H 2.2885 6.2323 -0.0719 0.005
H 3.3029 7.8219 2.9021 0.363
C -1.0372 -3.6002 2.9889 -1.390
C -3.2697 -2.9077 -0.6850 -0.262
H -7.9303 -3.9770 -0.7237 0.340
C -0.8036 -0.9026 -5.7425 -0.588
H 0.1274 7.3261 -0.1226 0.278
C -5.3237 -1.8580 -0.0754 -1.003
H 5.7484 -0.8325 -3.2625 0.373
C 4.4326 -0.2075 -5.5541 -1.685
C -2.4298 1.2603 -0.4387 -0.493
H 2.5671 -7.4738 3.0992 0.426
C -0.3014 6.0641 5.6864 -1.036
C 1.3945 -6.2026 1.8754 -0.987
C 1.2641 4.7305 -2.9076 -0.313
C 1.1136 3.6098 -2.1042 -0.174
C 2.3062 -5.3205 -2.3937 -1.029
C 2.2756 7.4397 2.9217 -1.060
H -0.3749 5.7928 -0.8526 -0.075
C -0.1064 -4.6702 3.0198 1.032
C 3.9331 -1.0251 -4.3937 0.975
C 1.2643 -6.2099 4.2853 -0.660
H 1.6067 3.5529 5.7154 0.236
C 0.0631 0.9329 -4.3339 0.635
C 1.8073 -6.7027 3.0731 -0.954
C -3.9425 -1.8015 -0.1875 -0.029
C 0.2073 -8.3695 -2.6847 -1.019
H 0.1403 2.9806 6.5427 0.362
H -1.5722 -6.5681 0.2382 0.513
C -1.6459 7.5838 2.4522 -1.101
C -0.0436 -4.6315 0.5589 -1.282
H -2.4316 -8.6971 -0.5957 0.423
H 1.1717 5.4215 -4.9405 0.367
C -0.9732 -3.6335 0.5903 1.803
H -2.0985 7.3352 3.4151 0.188
H 3.2652 4.8175 4.4728 0.211
C 3.4825 4.7039 3.4063 -0.930
H 3.9325 6.0206 0.5721 0.483
H 2.9188 4.6042 0.2133 0.120
H -1.1277 -1.5383 -6.5553 0.426
Si -1.3406 6.0344 1.4216 0.427
C -1.0702 -7.0736 -0.5766 -0.893
C 2.6313 -1.5210 -4.3983 -0.721
O 1.0144 -2.1872 -0.5866 -0.010
H 4.4983 5.0697 3.2182 0.356
C 0.5725 -5.2099 -0.6943 0.357
H 0.7092 -8.8632 -3.5095 0.428
H -3.4200 -0.8908 0.0788 0.116
S -1.5086 -2.8037 -0.9157 1.895
H -2.8983 4.2834 0.6185 -0.101
H 1.2628 3.6578 -1.0289 -0.052
F -3.5417 0.9579 -1.3049 -0.351
H -0.0770 -4.8141 5.1707 0.438
Si 2.2502 5.6385 2.3526 0.258
H -3.4752 4.9972 2.1176 0.212
H 1.9676 -1.3172 -5.2320 0.326
O -1.1794 -3.6986 -2.0689 -0.861
C -0.8976 -8.9224 -2.1161 -0.542
C 2.1439 -2.2202 -3.3090 -0.136
C -1.4542 -3.0883 1.8062 -1.233
C -6.0300 -2.9916 -0.4667 1.365
C -2.2405 3.9346 4.7670 -1.084
C 4.7453 -1.2441 -3.2811 -0.782
H -7.9812 -2.2273 -0.9594 0.319
H -7.8627 -2.8876 0.6651 0.320
C 1.0601 4.5776 -4.2689 -0.917
H 3.8137 -0.3629 -6.4373 0.359
C 1.6354 -4.6418 -1.3435 1.122
H -0.6674 5.8660 6.7006 0.347
H 1.8282 -6.5822 0.9593 0.426
Si -0.4482 4.4819 4.6653 0.455
Te 0.5213 2.3448 1.6714 -0.903
C 0.0813 -6.4711 -1.1550 1.153
H -2.4923 3.6311 5.7894 0.377
H 0.6345 2.2852 4.9725 0.175
C 0.6941 3.3410 -4.7677 -0.937
H -5.8517 -0.9858 0.2934 0.474
H -2.1382 -2.2483 1.7856 0.391
Ba 0.2638 -0.0572 -0.8455 2.674
C 0.7229 -7.1296 -2.2221 0.881
C 4.2686 -1.9220 -2.1696 -0.989
H -5.8693 -4.9629 -1.3018 0.267
H 4.3942 0.8572 -5.3123 0.277
C -0.8081 -1.1693 -4.4052 -0.880
H 1.6657 8.0706 2.2675 0.247
C -0.7132 6.6351 -0.2431 -0.822
C -5.3260 -4.0811 -0.9786 -0.983
H 0.5083 3.2089 -5.8258 0.376
H 3.1666 -4.8622 -2.8614 0.624
C -7.5325 -3.0265 -0.3663 -1.443
C -1.5477 -8.2601 -1.0426 -0.990
O 1.6755 -0.7851 1.8632 -0.549
Cl 2.9771 -0.4147 1.3196 1.570
S -0.1939 0.6630 -6.0597 -0.432
H -1.3934 -3.1796 3.9215 0.370
H -3.6613 5.8945 0.5941 0.348
C 0.3356 -5.2160 4.2525 -1.019
H 5.4672 -0.4557 -5.7991 0.427
H -2.4138 3.0893 4.0944 0.271
Si 0.1853 4.6062 2.4345 0.231
H 4.8616 -2.0238 -1.2691 0.429
O 3.8441 -1.5852 1.2626 -0.701
C 0.5817 3.2027 5.5640 -0.986
N 0.7818 2.4100 -2.5769 0.965
C 0.4087 -5.1780 1.8079 1.007
C 2.9095 5.6288 0.5968 -0.673
H -0.8803 6.8895 5.2676 0.272
H 0.7388 6.3952 5.7593 0.241
H 1.1167 -2.5691 -3.2970 0.518
H -3.3909 -4.8741 -1.5222 0.520
O 3.6193 0.6135 2.0667 -0.597
C 0.5385 2.2657 -3.8898 -0.390
H -1.2878 -9.8626 -2.4856 0.393
C 1.8657 -6.5341 -2.8132 -1.334
C -3.0002 5.2273 1.1591 -0.563
H 1.5268 5.6850 -2.4710 0.414
H 1.8870 7.5491 3.9381 0.236
C -0.3052 -0.1180 -3.5381 0.162
H 3.4370 3.6371 3.1675 0.159
O 2.7149 0.0293 -0.0798 -0.640
H -0.7235 8.1362 2.6526 0.269
H -1.5126 7.1495 -0.7874 0.496
C -3.9454 -4.0450 -1.0978 -0.883
```

Results
E_HOMO, eV: -1.243
Multiplicity: 1
Orbital gap, eV: 4.6533
Total charge: -2

=====

2.
Formula: C33H32FN12O6PdS
Source: the OMol25 dataset
Level of theory: ωB97M-V/def2-TZVPD

The geometry in XYZ format:
```
86
Properties=species:S:1:pos:R:3:mulliken_charge:R:1
N -1.8830 2.1312 -0.1065 -0.092
H -2.4314 -8.2414 -1.1760 -0.388
C 1.3106 -4.9653 -0.0556 0.410
C -2.6595 4.3257 -0.6317 -0.422
C -4.2135 -4.7769 -0.9344 -0.511
H 2.6690 6.8546 -1.2284 0.255
O -1.2789 -7.4356 2.1577 -0.606
H -5.2217 2.2244 0.0214 0.436
C -1.1989 -1.5758 1.2416 -1.390
C -1.6607 -10.1894 -1.3791 -1.155
C -2.6158 -2.2542 -0.9820 -0.461
N -1.2378 -0.7269 0.2059 0.561
H -0.6681 -3.9119 -2.5680 0.584
H 3.7409 -6.7226 0.2901 0.304
H 3.2996 -4.7657 2.6137 0.450
N 2.3454 4.5065 -0.5091 -0.699
C 0.1170 -9.0696 0.1572 -0.131
C 0.9864 -6.3231 -0.1000 -0.951
C -1.6424 3.4149 -0.4237 0.976
C 2.4909 -3.1692 0.9173 0.041
H -1.4921 -8.4783 -2.6582 0.710
N 0.6714 2.8578 -0.1586 -0.343
H -1.7767 -3.4833 2.0410 0.643
O 1.5361 0.1564 0.5750 -0.999
C -0.2138 3.8132 -0.4867 -0.250
C 4.0813 -6.1223 1.1339 -1.076
H -5.4364 -6.3970 -1.6464 0.427
H 2.2037 -6.0684 2.2399 0.413
H 0.5278 -11.1804 0.3588 0.424
O 3.5710 -0.6264 0.5464 -0.673
C -1.9159 -1.0732 -0.8942 -1.185
H -0.6120 -1.2632 2.0942 0.518
N -0.2913 -8.2063 -0.9539 0.190
C -3.2798 -6.6189 0.7521 0.046
H -2.0182 -10.4162 -0.3757 0.438
C 1.0028 -2.6209 -0.9215 0.819
N -2.7693 -5.3974 0.8405 -0.176
H -0.7136 -9.2203 0.8431 0.079
H 3.2317 -2.8657 1.6459 0.460
C -1.8462 -2.7941 1.2106 -0.075
O 0.5175 -1.8467 -1.7483 -0.796
C 0.7146 -4.0652 -0.9414 0.098
C 0.0306 -6.8451 -0.9631 -0.176
N 2.2261 -4.4885 0.8756 0.290
H -0.3473 -11.8070 -1.6290 0.351
H 0.1080 -10.4375 -2.4128 0.393
H -3.3024 0.7072 0.3483 0.606
C -3.9714 3.9058 -0.4875 -0.442
H 1.4865 -6.9783 0.5864 0.154
H 3.8793 2.7359 0.1428 0.196
H -2.3217 -10.6307 -2.1211 0.496
H 2.6995 1.4537 0.4375 0.210
H -2.3971 5.3406 -0.8895 0.521
C 1.3771 5.3428 -0.8356 0.474
H 0.9807 7.2342 -1.4544 0.239
N 1.7023 6.5836 -1.2039 -0.318
C -3.2240 -4.4824 -0.0093 0.063
C 0.6052 -10.4000 -0.3959 -1.277
S -2.6601 -7.8359 1.9530 1.165
H -4.6221 -4.0476 -1.6187 0.444
C -4.6703 -6.0838 -0.9456 -0.617
C -2.5751 -3.1494 0.0791 1.591
C -1.5280 -8.6904 -1.5915 0.098
N -4.2025 -7.0143 -0.1229 -0.519
O -3.5437 -7.6752 3.0756 -0.688
H 0.9140 -8.6387 0.7451 0.523
C 1.9046 -2.2230 0.1351 0.309
C -0.2099 -4.5802 -1.8504 -0.773
H -1.8676 -0.3881 -1.7284 0.546
H 4.5662 -6.7825 1.8530 0.393
C -3.1478 1.7344 0.0569 -0.212
C 2.3779 -0.8277 0.3890 0.052
H -3.1268 -2.4824 -1.9065 0.352
N -0.2943 -10.7938 -1.5455 -0.062
H -4.7883 4.5974 -0.6410 0.441
C -0.5455 -5.9002 -1.8508 0.799
H 1.6209 -10.3661 -0.7866 0.430
C -4.2167 2.5925 -0.1256 -0.916
Pd -0.2122 1.0041 0.1323 1.052
N 0.0495 5.0436 -0.8236 -0.636
H 4.8242 -5.4155 0.7639 0.362
F -1.4658 -6.2848 -2.7726 -0.484
C 2.9293 -5.3846 1.7986 -0.918
C 1.9846 3.2669 -0.1604 0.505
O -2.7777 -9.1147 1.2460 -0.722
N 2.9265 2.4181 0.1858 -0.198
```

Results
E_HOMO, eV: -10.108
Multiplicity: 1
Orbital gap, eV: 6.9140
Total charge: +1

=====

3.
Formula: C2H3F4NO2S
Source: the OMol25 dataset
Level of theory: ωB97M-V/def2-TZVPD

The geometry in XYZ format:
```
13
Properties=species:S:1:pos:R:3:nbo_charge:R:1
O 0.1316 -2.4800 -1.2209 -0.826
C -0.5513 -0.3043 1.2960 0.167
F -0.2522 2.0707 -0.1801 -0.359
F -1.5574 -0.8405 -1.3457 -0.478
C 0.8246 1.2799 0.1355 0.664
S 0.0309 -1.1236 -1.3890 2.445
H -1.4477 0.1804 0.9622 0.159
O 0.5238 -0.3831 -2.4597 -0.850
H -0.4438 0.0302 2.3798 0.191
H 1.5672 1.3296 -0.8714 0.136
N 0.5421 -0.0896 0.3854 -0.596
F -0.8518 -1.6165 1.2557 -0.343
F 1.4840 1.9466 1.0523 -0.311
```

Results
E_HOMO, eV: -11.193
Multiplicity: 1
Orbital gap, eV: 9.8957
Total charge: 0
Structure (SMILES): O=S(=O)(F)N(CF)C(F)F

=====

4.
Formula: C36H29BrN3O4PPd
Source: the OMol25 dataset
Level of theory: ωB97M-V/def2-TZVPD

The geometry in XYZ format:
```
75
Properties=species:S:1:pos:R:3:mulliken_charge:R:1
C 0.2202 -7.0100 -0.0281 -0.172
C -6.0105 2.0704 1.6671 -0.598
C -6.7709 0.9192 -0.3029 -0.648
H 2.1773 0.4677 -4.6884 0.408
P -2.6757 0.5548 -0.1512 0.964
H -3.5080 3.5964 -0.2755 0.492
H -0.4515 0.1406 4.4882 0.419
C -0.2873 -5.1806 1.2366 -0.085
C -2.4364 3.4456 -0.2384 -0.685
H -7.5757 0.6065 -0.9558 0.408
C -0.1676 -2.8184 0.3871 0.468
C 1.1767 0.2470 2.4196 0.220
H 1.4373 2.8963 -0.2263 0.505
C -3.1771 -3.8257 -1.4260 -0.481
H 0.5508 -0.2563 -4.7320 0.380
C 2.2401 0.0930 6.5512 -0.368
C 0.5358 -6.2071 -1.1113 -0.091
H -2.1242 -3.2887 -3.2168 0.398
H -3.2902 -4.8630 -1.7147 0.453
H -1.9589 5.5242 -0.3832 0.406
H 3.6938 0.2242 3.4929 0.445
C -4.4143 0.9640 0.2272 0.157
C 0.0101 -4.3062 0.2007 0.036
C 3.2448 0.1430 5.5943 -0.720
C -3.6718 -3.3920 -0.1978 -0.784
H 4.5079 0.7152 0.4353 0.308
Br 1.0918 -7.0093 -2.7323 -0.195
H -6.2207 2.6447 2.5603 0.402
C 0.9069 0.0926 6.1608 -0.703
H 3.4951 -0.2859 -2.6013 0.294
H 4.3247 -1.0199 0.5343 0.310
C 0.4375 -4.8350 -1.0054 -0.098
O 0.2203 -2.0922 -0.5992 -0.513
C -0.4999 1.9670 -0.1257 -0.896
H 0.4805 5.1755 -0.3425 0.405
C 0.5794 0.1462 4.8152 -0.447
C 4.2373 -0.1693 -0.1424 -1.496
H -0.6283 -4.7743 2.1803 0.521
H -3.8944 2.0348 2.0161 0.468
H 4.9262 -0.2886 -0.9747 0.459
C -7.0456 1.6755 0.8304 -0.472
C 2.8326 -0.0591 -0.6569 0.410
C -5.4649 0.5537 -0.5973 -0.454
H -4.1676 -4.0887 0.4657 0.410
C -2.5178 -2.9441 -2.2694 -0.614
H 2.4962 0.0500 7.6026 0.380
N 2.2188 0.1041 1.5237 -0.795
C 1.3804 -0.0738 -2.7747 0.703
O -0.6643 -2.4088 1.4327 -0.618
N -0.1866 -6.5089 1.1389 -0.656
H -3.8978 -1.7301 1.1406 0.532
C -3.5162 -2.0721 0.1879 -0.266
H 4.2841 0.1408 5.8982 0.395
H -8.0660 1.9544 1.0621 0.383
C -1.8862 2.1674 -0.1205 1.723
C -0.1812 4.3192 -0.2889 -0.726
O -0.0107 0.4175 2.1209 -0.536
H 1.9918 -1.2665 -4.4389 0.376
C -1.5623 4.5203 -0.3073 -0.704
C 0.3645 3.0390 -0.2170 -0.540
O 0.2487 0.1676 -2.3410 -0.295
Pd -0.1729 0.0248 -0.1661 0.495
C 1.5835 0.1967 3.8545 0.259
H 0.2977 -8.0882 -0.1066 0.369
H -1.7823 -0.9361 -2.5154 0.521
C -4.7019 1.7240 1.3623 -0.469
C -2.8630 -1.1927 -0.6756 0.402
C 2.9192 0.1911 4.2471 -0.145
H 0.6715 -4.1739 -1.8285 0.523
H -5.2606 -0.0561 -1.4694 0.413
H 0.1230 0.0474 6.9060 0.394
C 2.6071 -0.1351 -2.0018 -0.719
C -2.3342 -1.6219 -1.8862 -0.337
N 1.8340 0.0948 0.2701 1.085
C 1.5261 -0.2956 -4.2559 -1.772
```

Results
E_HOMO (alpha / beta), eV: -6.718 / -8.892
Multiplicity: 5
Orbital gap (alpha / beta), eV: 6.5958 / 6.8993
Total charge: 0

=====

5.
Formula: C14H48N3O8
Source: the OMol25 dataset
Level of theory: ωB97M-V/def2-TZVPD

The geometry in XYZ format:
```
73
Properties=species:S:1:pos:R:3:mulliken_charge:R:1
H -2.9155 -3.0281 0.7087 0.359
H 2.2890 0.1898 -0.7969 -0.262
O 4.1481 0.3239 -1.6865 -0.353
C -3.5571 -1.1847 1.2294 0.577
H -2.6776 3.3369 -0.8403 0.371
H -2.3847 0.4997 0.7556 -0.475
O -0.3421 -1.7645 -0.4906 -0.616
H -3.2376 4.1945 1.8039 0.311
H -3.5825 -1.2527 3.4116 0.335
C -1.4717 3.8288 0.7304 0.115
H -5.6761 0.3264 2.0493 0.283
N -2.0358 2.8289 -0.2288 -0.358
H -0.4156 3.8699 2.5790 0.639
H -2.1556 -0.5540 2.8136 0.074
H -5.9096 1.0803 0.4418 0.376
H 2.2844 0.9110 -2.4420 0.344
H -3.6110 0.2827 -0.4641 0.435
H 1.3039 -2.0999 2.4822 0.640
H 0.9576 -3.1339 0.2304 0.284
H -1.9857 -1.9631 0.0817 0.068
N 5.6430 -1.2016 -4.6969 -0.731
H 6.1108 -2.0055 -1.9110 0.310
H 2.1863 1.8318 1.9415 0.239
H 2.4888 -0.8064 -2.1799 -0.118
O -4.0330 1.3090 1.2919 -0.353
O -0.3505 1.0188 -1.0743 -0.206
C 1.2134 1.9502 2.4211 -0.739
H 1.4308 2.7256 3.1645 0.420
H -0.5999 1.0444 -2.0087 0.454
H 1.5804 -0.9496 1.1649 0.075
H -3.1224 5.2725 0.4556 0.375
C 5.2151 -2.2157 -2.4934 -1.105
H 5.6952 -0.2866 -5.1388 0.238
C 0.8212 -1.5374 1.6804 -0.208
O 1.4288 -0.2935 4.8050 -0.636
H -1.5280 2.4376 2.3920 0.213
C -2.8758 -1.3504 2.5798 -1.216
H 0.0310 -0.9654 2.1719 -0.522
C -0.8043 3.1038 1.8985 -0.805
H -5.8379 2.0760 1.9369 0.256
C 4.7505 0.1699 -2.9655 -0.898
H 4.2225 0.8434 -3.6590 0.361
H -2.4616 -2.6610 -2.3917 0.434
N -2.9902 -2.1294 0.2330 -0.601
H 5.2823 -1.7831 -5.4473 0.271
H -0.9529 1.7481 -0.5658 0.544
H 5.2519 -3.2486 -2.8378 0.334
H 3.7099 -1.5234 -3.8884 0.178
H 1.0101 -0.8627 4.1521 0.317
C -2.5237 4.7981 1.2342 -1.390
C -5.4541 1.1962 1.4294 -0.871
H 1.4266 -4.2267 -1.9903 0.298
C 4.7123 -1.2432 -3.5519 0.685
H -2.0251 5.5550 1.8360 0.429
H -2.3237 -2.2647 2.7977 0.410
H -0.9404 -2.4620 -1.7172 0.259
O -1.5245 -2.4598 -2.6081 -0.410
O 0.3282 2.4173 1.4091 -0.203
H 2.2346 -0.7585 5.0547 0.337
H -0.5729 4.2378 0.2551 0.346
H 4.4431 -2.1849 -1.7099 0.218
C 0.2137 -2.4347 0.6348 -0.645
H -0.5899 -3.0863 1.0134 0.298
H -2.7513 2.2931 0.2867 -0.050
C 2.7669 0.1810 -1.7759 0.091
O 2.2596 -3.8494 -2.2910 -0.594
H -4.6109 -1.4423 1.3460 0.606
C -3.4257 0.1774 0.6104 -0.340
H 5.7724 0.5271 -2.8593 0.415
H -1.5603 -1.5432 -2.9309 0.399
H 0.8242 1.0363 2.8580 0.210
H 2.2324 -2.9330 -1.9908 0.291
H -0.4519 0.0663 -0.7394 0.182
```

Results
E_HOMO, eV: -11.171
Multiplicity: 1
Orbital gap, eV: 7.4513
Total charge: +1

=====

We obtain relative energy (zero: lowest compared OMol25 entry of this formula, charge and spin) values of 139.6; 0.0; 165.5; 196.2; 28.3 kJ/mol for the records listed above, in that order.